No. 1
Molecular formula: C6H31N2O9
Method: DFT, ωB97M-V with the def2-TZVPD basis set

E_LUMO: -2.489 eV
Frontier orbital gap: 9.3 eV
E: -1033.5551 a.u.
Total charge: +1
HOMO energy: -0.432 hartree

Each line ends with the natural charge from an NBO analysis.
Cartesian coordinates (Å):
C1 1.418 2.621 1.611  -0.65
C2 0.701 1.419 0.907  -0.06
C3 -0.834 1.732 0.778  -0.43
C4 -1.453 0.857 -0.328  -0.21
C5 -2.585 0.158 -0.268  -0.06
N1 -2.725 -0.834 -1.299  -0.44
C6 -3.267 -0.698 -2.457  -0.02
N2 1.547 0.912 -0.181  -0.74
H1 2.355 2.207 2.011  0.23
H2 0.723 3.109 2.338  0.25
H3 1.587 3.550 1.065  0.22
H4 0.709 0.646 1.722  0.22
H5 -0.868 2.719 0.405  0.22
H6 -1.244 1.681 1.827  0.24
H7 -0.788 0.933 -1.152  0.18
H8 -3.239 0.178 0.563  0.21
H9 -3.253 -1.523 -3.148  0.18
H10 -4.117 0.033 -2.648  0.16
H11 1.036 0.297 -0.860  0.45
H12 1.897 1.743 -0.712  0.45
H13 2.246 0.244 0.170  0.49
H14 2.103 -1.962 3.146  0.46
H15 1.039 -2.159 4.141  0.48
O1 1.809 -2.603 3.772  -0.94
H16 -1.619 4.135 -1.611  0.47
H17 -2.865 3.424 -1.488  0.48
O2 -1.944 3.238 -1.625  -0.95
H18 2.264 -0.314 -2.225  0.47
H19 3.714 0.165 -2.293  0.47
O3 3.195 -0.597 -2.071  -0.94
H20 3.857 -1.089 1.075  0.50
H21 2.589 -1.797 1.278  0.50
O4 2.926 -0.908 1.285  -0.97
H22 1.702 -3.720 1.473  0.50
H23 3.205 -3.683 1.145  0.48
O5 2.314 -3.617 0.722  -0.95
H24 -1.559 -1.590 1.352  0.48
H25 -1.659 -2.801 2.238  0.48
O6 -1.082 -2.084 1.993  -0.97
H26 0.296 -2.116 -2.799  0.50
H27 0.470 -2.031 -1.274  0.49
O7 0.477 -1.480 -2.105  -0.98
H28 -4.245 -1.391 0.829  0.48
H29 -3.164 -2.541 0.371  0.50
O8 -3.615 -2.044 1.113  -0.96
H30 -0.546 2.015 -2.707  0.49
H31 0.146 3.218 -3.267  0.49
O9 0.344 2.351 -2.812  -0.97

=====

No. 2
Molecular formula: C6H32N12O10
Method: DFT, ωB97M-V with the def2-TZVPD basis set

E_LUMO: 0.372 eV
Frontier orbital gap: 9.9 eV
E: -1657.5466 a.u.
Energy relative to the best compared isomer or geometry (same formula, charge and spin): 17.6 kcal/mol
HOMO energy: -0.351 hartree
SMILES: NC(N)=O.NC(N)=O.NC(N)=O.NC(N)=O.NC(N)=O.NC(N)=O.O.O.O.O

Each line ends with the natural charge from an NBO analysis.
Cartesian coordinates (Å):
N1 -8.206 -6.903 22.591  -0.86
C1 -8.546 -7.561 23.742  0.77
N2 -7.550 -8.348 24.227  -0.85
O1 -9.660 -7.464 24.230  -0.67
H1 -8.853 -6.212 22.252  0.41
H2 -7.320 -6.874 22.124  0.40
H3 -7.759 -8.838 25.077  0.40
H4 -6.685 -8.471 23.739  0.39
N3 -5.543 -7.739 21.074  -0.87
C2 -6.228 -8.838 20.695  0.78
N4 -5.604 -9.917 21.265  -0.86
O2 -7.267 -8.910 20.074  -0.67
H5 -4.689 -7.865 21.578  0.38
H6 -5.927 -6.804 20.889  0.44
H7 -4.703 -9.807 21.685  0.38
H8 -5.954 -10.820 20.998  0.41
N5 -12.905 -1.938 17.779  -0.83
C3 -11.589 -1.585 17.880  0.80
N6 -11.436 -0.220 17.915  -0.84
O3 -10.682 -2.403 18.012  -0.71
H9 -13.652 -1.288 17.906  0.40
H10 -13.039 -2.931 17.694  0.43
H11 -10.510 0.139 18.081  0.40
H12 -12.160 0.361 18.294  0.39
N7 -10.430 -6.876 19.802  -0.84
C4 -10.164 -5.586 19.512  0.80
N8 -11.290 -4.852 19.260  -0.89
O4 -9.048 -5.063 19.569  -0.75
H13 -11.336 -7.304 19.887  0.42
H14 -9.613 -7.433 20.021  0.42
H15 -12.199 -5.158 19.546  0.39
H16 -11.071 -3.868 19.046  0.44
N9 -13.479 -6.234 17.645  -0.86
C5 -14.451 -5.644 16.886  0.78
N10 -15.449 -6.505 16.515  -0.85
O5 -14.499 -4.458 16.611  -0.68
H17 -13.617 -7.190 17.908  0.39
H18 -12.667 -5.699 17.929  0.42
H19 -15.516 -7.460 16.806  0.39
H20 -16.279 -6.052 16.178  0.40
N11 -14.192 -8.622 23.099  -0.85
C6 -13.648 -9.000 21.892  0.78
N12 -14.022 -10.239 21.515  -0.83
O6 -12.949 -8.228 21.253  -0.69
H21 -14.324 -9.300 23.828  0.39
H22 -13.864 -7.707 23.365  0.41
H23 -13.741 -10.628 20.637  0.41
H24 -14.655 -10.674 22.157  0.39
O7 -9.204 -10.859 21.399  -0.95
H25 -9.969 -10.347 21.686  0.47
H26 -8.480 -10.221 21.388  0.48
O8 -6.343 -5.145 20.482  -0.97
H27 -6.865 -5.330 19.688  0.51
H28 -6.730 -4.333 20.823  0.49
O9 -7.962 -3.442 17.543  -0.97
H29 -8.405 -2.723 18.002  0.47
H30 -8.087 -4.204 18.133  0.49
O10 -10.244 -4.144 15.676  -0.96
H31 -9.562 -3.530 15.393  0.47
H32 -10.611 -3.736 16.471  0.48

=====

No. 3
Molecular formula: C6H33NO11
Method: DFT, ωB97M-V with the def2-TZVPD basis set

E_LUMO: -0.018 eV
Frontier orbital gap: 9.6 eV
E: -1130.6056 a.u.
Energy relative to the best compared isomer or geometry (same formula, charge and spin): 183.4 kcal/mol
HOMO energy: -0.353 hartree
SMILES: C=CC[C@H](C)NCO.O.O.O.O.O.O.O.O.O.O

Each line ends with the natural charge from an NBO analysis.
Cartesian coordinates (Å):
C1 1.903 2.954 0.562  -0.39
C2 0.861 3.531 1.162  -0.17
C3 -0.098 2.850 2.210  -0.45
C4 -1.260 1.850 1.797  -0.02
C5 -1.881 1.167 3.071  -0.62
N1 -0.876 0.685 0.894  -0.72
C6 -0.888 1.110 -0.453  0.09
O1 -1.742 0.209 -1.100  -0.84
H1 2.083 1.918 0.617  0.18
H2 2.523 3.361 -0.190  0.21
H3 0.521 4.561 1.008  0.20
H4 -0.560 3.494 2.898  0.22
H5 0.704 2.175 2.775  0.19
H6 -1.966 2.621 1.328  0.20
H7 -2.859 1.439 3.382  0.22
H8 -1.781 0.176 2.876  0.21
H9 -1.166 1.366 3.889  0.21
H10 0.050 0.304 1.170  0.39
H11 -1.603 2.097 -0.646  0.16
H12 0.168 1.224 -0.885  0.18
H13 -2.034 -0.514 -0.472  0.52
O2 -1.030 -4.218 -0.403  -0.92
H14 -0.083 -4.046 -0.563  0.46
H15 -1.454 -4.131 -1.149  0.46
O3 1.332 -0.964 -4.214  -0.95
H16 1.712 -1.755 -3.991  0.48
H17 0.508 -1.062 -4.532  0.47
O4 -0.599 0.493 -3.271  -0.98
H18 -0.011 1.307 -3.466  0.49
H19 -1.446 0.665 -2.953  0.49
O5 4.551 1.046 1.365  -0.95
H20 4.063 0.504 2.069  0.46
H21 3.788 1.207 0.664  0.49
O6 2.768 0.034 -1.064  -0.96
H22 2.365 -0.824 -1.190  0.49
H23 2.547 0.408 -1.853  0.47
O7 0.412 -1.843 -1.035  -1.01
H24 0.585 -1.534 -0.150  0.48
H25 -0.050 -1.132 -1.529  0.52
O8 -1.848 -1.931 0.390  -0.93
H26 -2.686 -1.815 0.853  0.49
H27 -1.286 -1.379 0.882  0.48
O9 -4.297 -0.794 -0.046  -0.94
H28 -4.418 -0.498 -0.930  0.48
H29 -3.901 0.026 0.394  0.47
O10 0.452 -1.898 1.630  -0.96
H30 0.888 -2.445 2.274  0.49
H31 0.038 -2.628 1.207  0.50
O11 2.454 -3.194 -2.173  -0.96
H32 3.003 -2.895 -1.391  0.46
H33 1.544 -3.279 -1.715  0.49